A molecular structure, C31H46BrN3OP2Pb in a non-equilibrium geometry, computed with ωB97M-V/def2-TZVPD.

The calculation puts the total energy at -4896.1823 hartree. The calculation puts the LUMO energy (spin up / spin down) at -14.538 / -12.551 eV. The calculation puts the HOMO-LUMO gap (spin up / spin down) at 0.0729 / 0.1459 Eh. Its highest occupied orbital energy (spin up / spin down) is -16.52 / -16.52 eV. The charge is +4. The energy above the lowest of the compared OMol25 structures with the same formula, charge and spin is 469.8 kJ/mol.

XYZ file:
```
85
Properties=species:S:1:pos:R:3:forces:R:3:lowdin_charge:R:1
N 9.2926 -4.3187 0.0711 -0.6 -0.1 -0.1 0.09
C 8.4214 -5.0516 -0.6358 -0.5 0.3 0.0 -0.10
C 7.0760 -4.6735 -0.8337 0.0 0.5 0.3 0.01
C 6.5608 -3.4795 -0.2314 1.1 -0.2 -0.1 -0.19
C 7.4923 -2.7821 0.5839 0.5 -0.2 -0.2 0.00
C 8.8374 -3.2173 0.6726 -0.8 0.1 -0.2 -0.10
C 5.1755 -2.9991 -0.4459 0.8 -1.2 0.1 0.03
Pb 0.8838 0.1368 -2.3521 -0.7 0.0 -0.3 1.44
P -2.5983 4.5660 -2.6686 0.9 -1.2 1.5 1.20
C 4.7167 -1.7887 -0.0610 0.4 0.2 0.3 -0.05
C 3.3652 -1.3316 0.0583 0.8 -0.4 -1.0 -0.18
C 3.1511 0.0669 0.0715 -0.4 1.3 -0.7 0.01
C 1.8574 0.6079 -0.0697 0.8 -0.9 1.2 -0.33
C 0.7903 -0.3395 -0.0837 0.3 1.0 1.6 -0.61
C 0.9682 -1.6993 -0.0037 0.8 -1.3 0.6 -0.16
C 2.2726 -2.2158 0.0461 -0.7 0.2 -0.2 0.04
Br -1.5609 0.6715 -0.6394 -1.7 1.1 -1.8 0.28
H 4.5270 -3.7039 -0.9725 0.0 0.0 0.3 0.13
H 5.4781 -1.0660 0.1656 0.2 0.3 0.4 0.11
H 6.4516 -5.3071 -1.4625 0.1 0.2 0.1 0.11
H 7.2257 -1.8980 1.1612 -0.1 -0.2 -0.2 0.11
H 8.8183 -5.9708 -1.0926 -0.3 0.5 0.2 0.13
H 9.5893 -2.6469 1.2297 -0.5 -0.2 -0.1 0.13
H 4.0121 0.7636 0.0613 -0.5 -0.6 0.2 0.16
H 2.4302 -3.2980 0.0403 0.0 0.4 0.1 0.14
H 1.6802 1.6849 0.1025 0.0 -0.8 -0.9 0.09
H 0.1089 -2.3675 0.1190 0.5 0.4 -0.5 0.09
P -0.7939 0.8035 2.0039 2.4 0.1 0.6 0.97
C -1.9349 3.3774 -3.8791 -0.7 0.2 -0.5 -0.38
C -1.7583 4.0934 -5.2311 0.2 0.1 -0.4 -0.13
H -2.6659 2.5629 -3.9782 0.2 0.1 0.1 0.09
H -0.9841 2.9738 -3.5018 -0.2 0.2 0.1 0.06
H -1.6473 3.3645 -6.0394 0.0 0.1 0.2 0.09
H -2.6232 4.7257 -5.4731 0.2 -0.3 0.0 0.08
H -0.8718 4.7376 -5.2407 -0.2 -0.1 0.0 0.09
C -1.1669 5.2655 -1.7688 -0.1 0.7 -0.7 -0.37
C -1.4135 6.7040 -1.2856 0.1 0.3 0.2 -0.12
H -0.3482 5.2700 -2.5032 -0.1 -0.1 0.2 0.09
H -0.9186 4.5877 -0.9389 -0.2 0.0 -0.2 0.08
H -0.4615 7.1398 -0.9635 -0.2 -0.1 0.0 0.09
H -1.8096 7.3458 -2.0836 0.1 -0.2 0.2 0.09
H -2.1054 6.7511 -0.4360 0.1 -0.1 -0.2 0.08
C -3.6885 3.7522 -1.4273 -0.6 0.8 -0.3 -0.37
C -5.1663 3.8196 -1.8462 -0.4 -0.1 -0.1 -0.13
H -3.5733 4.3220 -0.4965 0.2 -0.1 -0.1 0.09
H -3.3172 2.7270 -1.2921 0.0 0.2 -0.1 0.00
H -5.8129 3.4004 -1.0639 0.3 0.1 -0.2 0.09
H -5.4877 4.8605 -2.0082 0.1 -0.4 0.1 0.09
H -5.3585 3.2558 -2.7681 0.0 0.1 0.2 0.08
C -2.2736 0.8685 3.0853 -1.0 -0.3 -0.8 -0.34
C -2.1333 0.4947 4.5678 0.3 -0.1 0.1 -0.09
H -3.0371 0.2456 2.5810 0.1 0.3 0.4 0.08
H -2.6008 1.9182 2.9852 0.0 -0.4 -0.1 0.09
H -1.9425 -0.5709 4.7204 -0.2 0.2 -0.1 0.07
H -1.3342 1.0478 5.0711 -0.1 0.0 -0.1 0.09
H -3.0703 0.7573 5.0728 0.2 -0.1 -0.2 0.10
C -0.2752 2.5443 1.7882 -0.3 -0.2 -0.4 -0.38
C 1.1683 2.8386 2.1566 0.3 0.3 0.3 -0.12
H -0.9655 3.0904 2.4460 0.2 0.2 -0.3 0.10
H -0.5064 2.7980 0.7426 0.1 0.2 0.4 0.02
H 1.3459 2.6262 3.2144 0.1 0.3 -0.1 0.09
H 1.9108 2.2637 1.5984 -0.2 0.3 0.4 0.04
H 1.3738 3.8955 1.9592 0.0 -0.1 0.2 0.10
C 0.5507 0.0104 2.9552 -0.3 -0.2 0.1 -0.35
C 0.2920 -1.4874 3.1273 0.1 -0.7 0.5 -0.12
H 0.5792 0.5556 3.9169 0.3 -0.4 -0.3 0.10
H 1.4917 0.1492 2.4114 -0.3 0.3 0.3 0.07
H 1.2455 -2.0340 3.2133 -0.4 0.2 0.0 0.10
H -0.2774 -1.6987 4.0418 0.2 0.0 -0.3 0.08
H -0.2574 -1.9536 2.2895 0.2 0.3 0.3 0.04
N -5.4065 -5.7759 0.6237 1.4 -0.5 -2.8 0.29
C -4.6131 -5.5877 -0.4878 -2.1 1.5 5.3 -0.29
O -4.6306 -6.3739 -1.4257 0.0 -1.2 -1.6 0.42
C -3.7334 -4.4023 -0.4808 1.2 0.7 -0.7 -0.11
C -3.5300 -3.6085 0.6581 -0.1 -0.1 0.1 0.05
C -2.5901 -2.5872 0.5770 0.0 -0.4 -0.5 -0.11
N -1.8666 -2.3800 -0.5237 -0.5 0.3 -0.7 -0.01
C -2.1440 -3.0350 -1.6564 -0.3 -0.3 0.9 -0.08
C -3.0465 -4.1003 -1.6620 0.1 0.2 -0.1 0.05
H -6.0394 -6.5568 0.5871 -0.3 -0.3 0.3 0.16
H -5.5211 -5.1001 1.3653 0.1 0.1 -0.3 0.14
H -4.0347 -3.7418 1.6095 0.0 -0.1 -0.2 0.13
H -2.4153 -1.8997 1.4149 0.0 -0.5 -0.2 0.10
H -1.6514 -2.7149 -2.5817 0.0 -0.3 0.4 0.13
H -3.1775 -4.6784 -2.5709 -0.1 0.1 0.1 0.14
```
Positions in Å, forces in eV/Å.